Record 1
Formula: C38H30AlN5O3PS6
Source: the OMol25 dataset
Level of theory: ωB97M-V/def2-TZVPD

Structure (XYZ):
```
84
Properties=species:S:1:pos:R:3:forces:R:3:lowdin_charge:R:1
Al -0.38360 -0.98867 -0.49503 -0.1 -0.1 0.2 -0.199
O -4.35781 -0.49431 -0.40566 0.0 0.0 0.0 0.130
C -3.19564 -0.68519 -0.66611 0.0 0.0 0.0 -0.403
N -2.20152 -1.20811 0.11152 0.0 0.0 0.0 0.086
C -2.40144 -2.09085 1.13193 0.0 0.0 0.1 -0.438
O -3.25359 -2.11354 1.99125 0.0 0.0 0.0 0.110
C -1.36345 -3.19442 1.01565 0.0 0.0 0.0 -0.177
C -1.49288 -4.38497 1.69412 0.0 0.0 0.0 0.015
C -0.57329 -5.39698 1.44170 0.0 0.0 0.0 -0.011
C 0.42209 -5.18052 0.50736 0.0 0.0 0.0 -0.002
C 0.48803 -3.95068 -0.12967 0.0 0.0 0.0 -0.074
N -0.37513 -2.96911 0.13087 0.0 0.0 -0.1 0.093
C -2.65940 -0.47103 -2.07374 0.0 0.0 0.0 -0.139
C -3.47332 -0.01827 -3.08947 0.0 0.0 0.0 0.031
C -2.95174 0.04431 -4.37523 0.0 0.0 0.0 -0.021
C -1.64064 -0.34563 -4.59357 0.0 0.0 0.0 -0.028
C -0.87673 -0.76659 -3.51741 0.0 0.0 0.0 -0.085
N -1.37864 -0.82907 -2.28275 0.0 0.0 -0.1 0.085
H -2.32093 -4.50775 2.37800 0.0 0.0 0.0 0.129
H -0.65003 -6.34799 1.95220 0.0 0.0 0.0 0.123
H 1.14552 -5.94492 0.26204 0.0 0.0 0.0 0.124
H 1.24360 -3.74260 -0.87211 0.0 0.0 0.0 0.098
H -4.49342 0.25121 -2.85519 0.0 0.0 0.0 0.132
H -3.56671 0.38409 -5.19815 0.0 0.0 0.0 0.121
H -1.20387 -0.32471 -5.58172 0.0 0.0 0.0 0.118
H 0.15939 -1.06172 -3.62531 0.0 0.0 0.0 0.090
C 4.43609 -1.64121 -3.69890 0.0 0.0 0.0 -0.378
S 3.54786 -3.13157 -3.18378 0.0 0.0 0.0 0.817
C 3.55568 -2.91729 -1.44098 0.0 0.0 0.0 -1.026
C 2.83687 -2.01858 -0.73938 0.0 0.0 0.0 -1.061
S 1.73900 -0.83972 -1.42519 0.0 0.0 0.0 0.754
S 2.99460 -2.09076 0.99354 0.0 0.0 0.0 0.899
C 3.97928 -3.51657 1.07234 0.0 0.0 0.0 -1.473
S 4.40319 -4.25861 2.47120 0.0 0.0 0.0 0.559
S 4.48375 -4.05648 -0.49361 0.0 0.0 0.0 0.927
H 4.52596 -1.70064 -4.78240 0.0 0.0 0.0 0.037
H 5.42976 -1.62208 -3.25823 0.0 0.0 0.0 0.046
H 3.87684 -0.74844 -3.42805 0.0 0.0 0.0 0.013
O -0.49168 0.83421 -0.36526 0.0 0.0 0.0 -0.318
P -0.19902 2.31404 -0.16507 0.0 0.0 0.0 0.887
C -1.72515 3.10252 0.32115 0.0 0.0 0.0 -0.280
C -1.97056 4.44158 0.02288 0.0 0.0 0.0 -0.066
C -3.16255 5.02417 0.42159 0.0 0.0 0.0 -0.063
C -4.10826 4.26920 1.10457 0.0 0.0 0.0 -0.058
C -3.86651 2.93402 1.39707 0.0 0.0 0.0 -0.050
C -2.67129 2.34682 1.01224 0.0 0.0 0.0 -0.054
C 0.32911 3.02110 -1.72051 0.0 0.0 0.0 -0.267
C -0.44773 2.73301 -2.84513 0.0 0.0 0.0 -0.065
C -0.09814 3.25470 -4.07691 0.0 0.0 0.0 -0.061
C 1.02345 4.06966 -4.19090 0.0 0.0 0.0 -0.060
C 1.79117 4.36422 -3.07542 0.0 0.0 0.0 -0.058
C 1.44545 3.84187 -1.83577 0.0 0.0 0.0 -0.056
C 1.04879 2.59604 1.07504 0.0 0.0 0.0 -0.313
C 0.75586 3.32154 2.22723 0.0 0.0 0.0 -0.062
C 1.72142 3.46340 3.21272 0.0 0.0 0.0 -0.059
C 2.96925 2.88116 3.04895 0.0 0.0 0.0 -0.055
C 3.26400 2.15781 1.89914 0.0 0.0 0.0 -0.056
C 2.30787 2.01362 0.91069 0.0 0.0 0.0 -0.103
H -1.23958 5.02273 -0.52707 0.0 0.0 0.0 0.114
H -3.35901 6.06262 0.19150 0.0 0.0 0.0 0.111
H -5.04310 4.72439 1.40419 0.0 0.0 0.0 0.111
H -4.61034 2.34453 1.91583 0.0 0.0 0.0 0.116
H -2.47465 1.30574 1.24081 0.0 0.0 0.0 0.095
H -1.32983 2.10866 -2.74937 0.0 0.0 0.0 0.102
H -0.70046 3.03517 -4.94882 0.0 0.0 0.0 0.108
H 1.29478 4.47973 -5.15477 0.0 0.0 0.0 0.112
H 2.66067 5.00096 -3.16710 0.0 0.0 0.0 0.112
H 2.04492 4.07156 -0.96415 0.0 0.0 0.0 0.110
H -0.22257 3.76491 2.36014 0.0 0.0 0.0 0.109
H 1.49599 4.02436 4.10962 0.0 0.0 0.0 0.111
H 3.71865 2.98903 3.82217 0.0 0.0 0.0 0.112
H 4.23622 1.69858 1.77975 0.0 0.0 0.0 0.114
H 2.52499 1.42881 0.02431 0.0 0.0 0.0 0.076
S 0.11008 -0.43382 2.24029 0.0 0.0 0.0 0.795
C 0.12625 -1.73591 3.32339 0.0 0.0 0.0 -0.742
N -1.01002 -2.00883 4.03701 0.0 0.0 0.0 0.091
C -1.09249 -2.99616 4.94766 0.0 0.0 0.0 -0.038
C -0.00144 -3.77727 5.17608 0.0 0.0 0.0 -0.017
C 1.14321 -3.48307 4.41349 0.0 0.0 0.0 -0.086
N 1.20761 -2.50760 3.53490 0.0 0.0 0.0 0.081
H -1.83535 -1.46445 3.80097 0.1 0.0 0.0 0.138
H -2.04491 -3.11297 5.44556 0.0 0.0 0.0 0.144
H -0.01845 -4.57538 5.90102 0.0 0.0 0.0 0.115
H 2.04960 -4.07099 4.52225 0.0 0.0 0.0 0.098
```
Positions in Å, forces in eV/Å.

Values from the calculation:
- Gap between HOMO and LUMO: 6.936 eV
- LUMO energy: -0.1063 hartree
- Total charge: +1
- ΔE to the lowest compared entry with this formula, charge and spin: 0.0570 eV
- Total energy: -4938.5920 Ha

Record 2
Formula: C38H30F5IrN7O4Se
Source: the OMol25 dataset
Level of theory: ωB97M-V/def2-TZVPD

Structure (XYZ):
```
86
Properties=species:S:1:pos:R:3:forces:R:3:lowdin_charge:R:1
Ir 0.12474 0.05958 0.27678 1.5 1.0 1.6 1.527
Se 5.40895 4.91965 3.38491 -0.2 -0.2 -0.1 1.211
N 3.93227 4.20158 4.07346 0.1 0.1 -0.1 -0.222
C 3.32098 3.55303 3.12056 0.1 0.1 0.1 -0.339
C 2.05091 2.81416 3.36656 0.0 -0.1 0.0 -0.055
C 1.50818 3.06480 4.58691 0.1 -0.1 0.0 0.102
C 0.24856 2.61533 5.24606 -0.1 0.1 0.1 -0.217
C -0.07979 0.45189 3.25197 0.2 0.3 -0.3 -0.257
N 0.89501 0.76203 2.47282 -0.7 -0.2 0.0 0.161
C 1.62273 1.93404 2.30039 -0.1 0.1 0.2 -0.059
C 2.18517 2.06313 0.96796 0.0 -0.1 0.2 -0.114
N 1.61212 1.39091 0.01831 -0.1 0.2 -0.6 -0.025
C 2.19015 1.28814 -1.32247 0.0 -0.2 0.0 -0.162
C 3.49916 2.03503 -1.60020 0.2 -0.1 -0.1 -0.123
C 3.97765 2.86704 -0.48185 0.0 -0.1 0.2 0.078
C 3.38519 2.86537 0.71837 0.1 0.0 -0.4 -0.069
C 3.95738 3.57914 1.84919 0.3 0.2 0.0 -0.354
N 5.08057 4.24041 1.76896 -0.1 0.0 0.1 -0.204
H 2.11115 3.71812 5.20511 0.0 0.0 0.0 0.123
H 0.04971 3.27803 6.08958 0.0 -0.1 0.0 0.167
H -1.72168 0.60986 4.56459 0.1 -0.1 0.0 0.198
H 1.41027 1.46523 -2.05729 0.0 0.1 0.0 0.143
H 3.46806 2.62680 -2.51481 0.0 -0.1 0.0 0.163
H 4.87412 3.46168 -0.60948 0.0 0.0 0.0 0.143
C -2.43098 -1.67708 -2.07553 0.1 0.0 -0.2 -0.021
C -3.13475 -1.85642 -0.76572 -0.2 -0.1 0.2 -0.198
C -4.52078 -1.96027 -0.74143 0.1 0.0 0.0 -0.019
C -5.19365 -2.26023 0.43032 0.0 0.0 0.0 -0.040
C -4.48037 -2.50996 1.58668 0.1 0.0 0.0 -0.024
C -3.08965 -2.41714 1.61854 -0.2 0.1 -0.1 -0.236
C -2.40233 -2.73922 2.91161 0.1 -0.1 0.1 -0.032
C -2.44449 -2.03938 0.44000 -0.1 0.2 -0.2 -0.216
N -1.00947 -1.80282 0.41316 0.2 -0.4 0.2 0.042
C -0.23395 -2.83522 0.50261 0.0 0.4 -0.2 -0.221
C -0.67125 -4.25648 0.59176 -0.1 0.0 0.0 0.025
C 1.23971 -2.56659 0.36152 -0.5 0.0 -0.2 -0.207
C 2.20663 -3.68999 0.42923 0.0 0.0 0.0 0.023
N 1.52187 -1.34343 0.07542 0.6 -0.5 -0.1 -0.013
C 2.86723 -0.88205 -0.23852 -0.5 0.0 0.1 -0.155
C 3.86326 -0.90982 0.65353 0.0 0.0 -0.2 -0.193
C 3.77524 -1.45583 2.04245 0.0 0.0 0.1 -0.019
C 5.17049 -0.35559 0.25313 0.0 0.0 -0.1 -0.006
C 5.35441 0.32860 -0.87306 0.1 0.0 0.2 -0.007
C 4.23891 0.64827 -1.80663 -0.1 0.1 0.0 -0.124
C 2.89708 -0.10572 -1.53503 -0.2 0.1 0.2 -0.308
C 2.34586 -0.89110 -2.71212 0.0 0.0 0.0 0.011
H -3.15754 -1.54800 -2.87488 0.0 0.0 0.0 0.093
H -1.83548 -2.56135 -2.31843 0.0 0.0 0.0 0.092
H -1.76979 -0.81813 -2.09801 0.0 0.0 0.0 0.042
H -5.07225 -1.82076 -1.66183 0.0 0.0 0.0 0.122
H -6.27244 -2.33027 0.43305 0.0 0.0 0.0 0.118
H -5.00190 -2.79759 2.49092 0.0 0.0 0.0 0.126
H -2.81847 -2.14433 3.72549 0.0 0.0 0.0 0.094
H -1.33184 -2.57534 2.89274 0.0 0.0 0.0 0.047
H -2.56870 -3.78657 3.17159 0.0 0.0 0.0 0.101
H -1.75143 -4.34570 0.61387 0.0 0.0 0.0 0.099
H -0.25284 -4.72460 1.48452 0.0 0.0 0.0 0.115
H -0.28896 -4.80439 -0.27144 0.0 0.0 0.0 0.109
H 1.87663 -4.49331 -0.22932 0.0 0.0 0.0 0.105
H 2.22204 -4.09661 1.44335 0.0 0.0 0.0 0.119
H 3.20966 -3.38487 0.15289 0.0 0.0 0.0 0.093
H 2.75293 -1.62208 2.37830 0.0 0.0 0.0 0.070
H 4.25119 -0.75973 2.73494 0.0 0.0 0.0 0.100
H 4.32747 -2.39519 2.12439 0.0 0.0 0.0 0.105
H 6.00176 -0.54839 0.91952 0.0 0.0 0.0 0.126
H 6.34440 0.68622 -1.12674 0.0 0.0 0.0 0.130
H 4.56919 0.53485 -2.83885 0.0 0.0 0.0 0.157
H 2.35252 -0.27444 -3.61158 0.0 0.0 0.0 0.105
H 1.31412 -1.20731 -2.54188 0.0 0.0 0.0 0.080
H 2.95119 -1.77634 -2.91088 0.0 0.0 0.0 0.105
O -0.94266 1.91278 0.37438 -0.4 -0.4 -0.2 -0.062
N -1.12182 1.90032 -0.88323 -0.1 -0.1 -0.3 -0.447
O -1.64718 2.72399 -1.52922 0.0 0.1 0.1 0.239
O -0.62322 0.79673 -1.41779 -0.3 -0.1 -0.5 -0.151
F -1.71117 4.69617 4.83523 0.0 -0.1 0.0 0.160
C -1.85931 3.51975 4.24481 0.2 -0.1 0.0 -0.132
C -0.95993 2.54625 4.36888 -0.2 0.2 0.0 -0.044
F 0.45055 1.32755 5.76405 0.0 -0.1 0.0 0.030
C -1.26959 1.22125 3.76917 0.2 0.0 0.0 -0.052
F -0.19254 -0.83807 3.48190 0.0 0.0 0.0 0.147
C -2.34258 1.20561 2.66142 0.2 0.0 0.2 -0.257
O -2.32442 0.32734 1.83615 -0.5 0.1 0.2 0.082
C -3.33703 2.27307 2.72597 0.2 0.0 0.0 -0.120
F -4.39023 2.17531 1.93729 0.0 0.0 0.0 0.168
C -3.08299 3.37632 3.45465 -0.1 0.0 -0.1 -0.090
F -3.90105 4.40081 3.46242 0.1 -0.1 0.0 0.195
```
Positions in Å, forces in eV/Å.

Values from the calculation:
- Gap between HOMO and LUMO (spin up / spin down): 6.626 / 5.748 eV
- 2S+1: 2
- LUMO energy (spin up / spin down): -0.2578 / -0.2890 hartree
- Expectation value of S²: 0.800
- Total charge: +2
- ΔE to the lowest compared entry with this formula, charge and spin: 5.2750 eV
- Total energy: -5154.6296 Ha

Record 3
Formula: C38H30F6N6OP2SbSe2W
Source: the OMol25 dataset
Level of theory: ωB97M-V/def2-TZVPD

Structure (XYZ):
```
87
Properties=species:S:1:pos:R:3:forces:R:3:lowdin_charge:R:1
W 0.33888 1.22836 2.90147 0.1 0.7 0.2 1.891
O -3.34459 2.26962 4.37123 0.0 0.0 0.0 0.126
C -2.40470 2.18430 3.62346 -0.1 0.0 0.1 -0.435
N -1.62007 1.02521 3.46582 0.0 0.1 -0.1 -0.172
C -2.08676 -0.04748 4.33285 0.0 -0.1 0.0 -0.211
C -1.01350 -0.28061 5.33516 0.0 0.1 0.0 -0.284
C -1.20383 -0.89429 6.56108 -0.1 0.0 -0.1 0.024
C -0.16739 -0.90594 7.47133 0.1 0.0 0.0 -0.006
C 1.02378 -0.27674 7.13369 0.0 0.0 0.0 -0.009
C 1.15789 0.29284 5.88898 -0.1 -0.1 -0.1 -0.075
N 0.16028 0.26006 4.98537 0.2 -0.2 0.1 -0.070
C -1.97986 3.19838 2.66034 -0.1 0.0 0.0 -0.222
C -2.82288 4.14775 2.22232 0.1 0.0 -0.1 0.023
C -2.43815 4.89028 1.05177 -0.1 0.0 0.0 -0.037
C -1.35330 4.52202 0.36246 0.1 -0.1 0.0 -0.022
C -0.49728 3.40717 0.83556 -0.2 0.2 0.3 -0.220
N -0.74047 2.93566 2.14086 0.5 -0.1 -0.3 -0.096
H -2.31393 -0.94654 3.76247 0.0 0.0 0.0 0.075
H -2.99999 0.27809 4.82834 0.0 0.0 0.0 0.133
H -2.17104 -1.31714 6.79460 0.0 0.0 0.0 0.135
H -0.29352 -1.36678 8.44164 0.0 0.0 0.0 0.128
H 1.84881 -0.21610 7.82803 0.0 0.0 0.0 0.124
H 2.06550 0.78924 5.60095 0.0 0.0 0.0 0.115
H -3.76565 4.28885 2.72821 0.0 0.0 0.0 0.130
H -3.04689 5.71658 0.71015 0.0 0.0 0.0 0.121
H -1.04451 5.01821 -0.54694 0.0 0.1 0.0 0.113
H 0.55137 3.61480 0.65394 0.0 -0.1 -0.1 0.132
Se -2.65221 -1.28562 -2.86157 -0.2 -0.1 0.0 0.759
P -0.86339 -0.06433 -3.15011 0.4 0.2 0.0 0.741
C -1.13782 1.34084 -4.21347 -0.1 0.0 0.0 -0.364
C -0.24311 2.41629 -4.22168 0.0 0.0 0.1 -0.101
C -0.43919 3.45678 -5.10931 0.0 0.0 0.0 -0.043
C -1.52077 3.43351 -5.98396 0.0 0.0 0.0 -0.034
C -2.41240 2.37342 -5.97082 0.0 -0.1 0.0 -0.043
C -2.22587 1.32414 -5.08370 0.1 0.0 0.0 -0.086
C 0.49879 -1.05940 -3.74953 0.0 -0.1 0.0 -0.347
C 1.56079 -0.44860 -4.42288 0.0 0.0 0.0 -0.059
C 2.59909 -1.22471 -4.90632 0.0 0.0 0.0 -0.043
C 2.58180 -2.60357 -4.73035 0.0 0.0 0.0 -0.036
C 1.52144 -3.21233 -4.07692 0.0 0.0 0.0 -0.047
C 0.47595 -2.44437 -3.59033 0.0 0.0 0.0 -0.112
C -0.58467 0.58393 -1.48227 0.1 0.0 0.1 -0.341
C -0.35613 0.00193 -0.22109 -0.2 0.0 -0.1 -0.348
N -0.48736 0.98906 0.66892 0.2 -0.2 -0.2 -0.032
N -0.69507 2.07764 -0.01615 -0.2 0.0 -0.1 -0.050
N -0.77134 1.90689 -1.29331 -0.1 -0.2 0.0 0.166
P 0.21367 -1.56896 0.45304 -0.1 -0.1 0.3 0.779
Se -0.02225 -1.40280 2.62605 0.1 -0.4 -0.1 0.716
C -0.94706 -2.81564 -0.11429 0.0 0.0 -0.1 -0.377
C -0.55822 -3.94857 -0.82146 0.0 0.0 0.1 -0.094
C -1.51924 -4.85117 -1.25732 0.0 0.0 0.0 -0.046
C -2.86091 -4.62110 -0.99223 0.0 0.0 0.0 -0.046
C -3.25409 -3.49133 -0.28137 0.0 -0.1 0.0 -0.090
C -2.30157 -2.59157 0.16338 0.0 0.0 0.0 -0.149
C 1.87618 -1.92037 -0.07982 0.0 0.0 -0.1 -0.357
C 2.65347 -0.95835 -0.71825 0.0 0.0 0.0 -0.087
C 3.97261 -1.24704 -1.02818 0.0 0.0 -0.1 -0.051
C 4.50847 -2.48464 -0.70417 0.0 0.0 0.0 -0.042
C 3.73735 -3.43819 -0.04954 0.0 0.0 0.0 -0.046
C 2.42317 -3.15512 0.27710 0.0 0.0 0.0 -0.091
H 0.58551 2.45851 -3.52714 0.0 0.0 0.0 0.107
H 0.24727 4.29222 -5.11611 0.0 0.0 0.0 0.120
H -1.66944 4.25266 -6.67461 0.0 0.0 0.0 0.122
H -3.25627 2.36116 -6.64641 0.0 0.0 0.0 0.121
H -2.93217 0.50378 -5.07197 0.0 0.0 0.0 0.075
H 1.57155 0.61744 -4.59866 0.0 0.0 0.0 0.100
H 3.41414 -0.75435 -5.43960 0.0 0.0 0.0 0.121
H 3.39098 -3.20583 -5.12195 0.0 0.0 0.0 0.121
H 1.49736 -4.28810 -3.96391 0.0 0.0 0.0 0.119
H -0.36863 -2.92330 -3.11423 0.0 0.0 0.0 0.045
H 0.48715 -4.12899 -1.03561 0.0 0.0 0.0 0.099
H -1.21812 -5.73760 -1.79927 0.0 0.0 0.0 0.123
H -3.60520 -5.33010 -1.32990 0.0 0.0 0.0 0.123
H -4.30018 -3.32125 -0.06477 0.0 0.0 0.0 0.122
H -2.60498 -1.71938 0.73232 0.0 0.0 0.0 0.108
H 2.25577 0.02571 -0.92594 0.0 0.0 0.0 0.099
H 4.58619 -0.49576 -1.50633 0.0 0.0 0.0 0.118
H 5.54122 -2.70271 -0.94279 0.0 0.0 0.0 0.119
H 4.16739 -4.39158 0.22521 0.0 0.0 0.0 0.119
H 1.83570 -3.88365 0.82449 0.0 0.0 0.0 0.117
F 0.53065 2.56281 4.20859 0.0 0.0 0.1 -0.342
Sb 3.78669 2.46106 2.24195 -0.3 -0.1 0.1 1.711
F 1.82513 2.77420 2.00254 0.0 0.0 0.3 -0.514
F 1.60463 0.47830 1.48809 -0.1 0.3 0.1 -0.560
F 3.92486 2.00494 0.41586 0.0 -0.1 -0.2 -0.477
F 2.13883 0.90637 3.62440 -0.1 0.0 0.0 -0.557
F 3.95563 4.30094 1.91253 0.1 0.1 0.0 -0.467
```
Positions in Å, forces in eV/Å.

Values from the calculation:
- Gap between HOMO and LUMO (spin up / spin down): 6.710 / 4.136 eV
- 2S+1: 2
- LUMO energy (spin up / spin down): -0.2158 / -0.3103 hartree
- Expectation value of S²: 0.753
- Total charge: +2
- ΔE to the lowest compared entry with this formula, charge and spin: 0.0000 eV
- Total energy: -8261.6242 Ha